*i*
Formula: C5H14NO
Source: the OMol25 dataset
Level of theory: ωB97M-V/def2-TZVPD

Summary:
**LUMO level**: 4.32 eV
**Total charge**: -1
**Highest occupied orbital energy**: -2.670 eV

XYZ file:
```
21
C5H14NO | the OMol25 dataset | ωB97M-V/def2-TZVPD
C -2.10 -0.01 1.41
C -1.74 1.20 0.58
C -0.42 1.82 1.04
H -1.40 -0.82 1.22
H -3.14 -0.29 1.20
H -2.05 0.26 2.48
H -2.54 1.95 0.59
H -1.60 0.94 -0.47
H -0.10 2.73 0.51
H -0.46 2.10 2.11
H 0.36 1.08 0.81
C 2.52 -0.44 -1.32
N 1.75 -1.64 -1.64
C 0.57 -1.77 -0.76
O -0.07 -0.56 -0.52
H 1.83 0.41 -1.30
H 3.26 -0.27 -2.10
H 3.01 -0.56 -0.35
H 1.37 -1.46 -2.57
H 1.00 -2.11 0.22
H -0.07 -2.57 -1.16
```

Atomic partial charges in e from the natural (NBO) method, atoms 1 to 5:
1 C -0.611
2 C -0.400
3 C -0.625
4 H 0.262
5 H 0.178

*ii*
Formula: C5H14NO
Source: the OMol25 dataset
Level of theory: ωB97M-V/def2-TZVPD

Summary:
**LUMO level**: 3.93 eV
**Total charge**: -1
**Highest occupied orbital energy**: -2.489 eV

XYZ file:
```
21
C5H14NO | the OMol25 dataset | ωB97M-V/def2-TZVPD
C -0.48 -1.77 -2.02
C 0.83 1.60 -0.56
C 0.34 0.17 -0.56
C 0.29 -0.46 -1.97
H -0.16 -2.42 -1.20
H -0.30 -2.30 -2.95
H -1.56 -1.63 -1.95
H 0.63 2.02 0.42
H 0.27 2.20 -1.29
H 1.89 1.73 -0.82
H -0.66 0.20 -0.11
H 0.92 -0.53 0.04
H -0.18 0.26 -2.65
H 1.32 -0.60 -2.32
N -0.45 -0.72 2.33
C -0.26 0.79 2.54
O -1.04 1.59 1.83
H -0.49 -1.16 3.25
H -1.39 -0.85 1.97
H -0.38 0.98 3.65
H 0.84 0.92 2.35
```

Atomic partial charges in e from the natural (NBO) method, atoms 1 to 5:
1 C -0.602
2 C -0.621
3 C -0.412
4 C -0.386
5 H 0.203

The winner here is *ii*, beating the second structure by 28.2 kJ/mol.

*i*
Formula: C2H9N4
Source: the OMol25 dataset
Level of theory: ωB97M-V/def2-TZVPD

Summary:
**SMILES string**: [H]/N=C(/N)N[NH2+]C
**LUMO level**: -3.19 eV
**Total charge**: +1
**Highest occupied orbital energy**: -14.382 eV

XYZ file:
```
15
C2H9N4 | the OMol25 dataset | ωB97M-V/def2-TZVPD
C -1.81 0.18 -0.15
C 1.94 0.15 -0.37
N -1.90 1.41 -0.05
N -2.66 -0.84 -0.06
N -0.34 -0.54 0.00
N 0.64 0.25 0.42
H 2.06 -0.81 -0.80
H 1.82 0.91 -1.22
H 2.87 0.18 0.36
H -1.48 2.20 -0.48
H -3.48 -0.86 -0.61
H -2.27 -1.72 0.14
H -0.13 -1.44 -0.39
H 0.06 1.11 0.42
H 0.75 0.05 1.38
```

Atomic partial charges in e from the natural (NBO) method, atoms 1 to 5:
1 C 0.651
2 C -0.441
3 N -0.767
4 N -0.763
5 N -0.595

*ii*
Formula: C2H9N4
Source: the OMol25 dataset
Level of theory: ωB97M-V/def2-TZVPD

Summary:
**LUMO level**: -4.46 eV
**Total charge**: +1
**Highest occupied orbital energy**: -13.758 eV

XYZ file:
```
15
C2H9N4 | the OMol25 dataset | ωB97M-V/def2-TZVPD
N -1.84 0.91 1.39
C -0.61 0.83 0.79
N -0.52 1.45 -0.46
N 0.40 0.16 1.22
H -1.83 0.68 2.37
H -2.36 1.76 1.24
H -1.24 2.13 -0.64
H 0.39 1.87 -0.61
H 0.19 -0.24 2.13
C 1.49 -2.14 -1.47
N 1.10 -1.01 -1.05
H 2.16 -2.74 -0.87
H 1.18 -2.49 -2.45
H 0.40 -0.48 -1.57
H 1.09 -0.68 -0.03
```

Atomic partial charges in e from the natural (NBO) method, atoms 1 to 5:
1 N -0.794
2 C 0.616
3 N -0.844
4 N -0.827
5 H 0.403

The winner here is *ii*, beating the second structure by 304.3 kJ/mol.